ORCA calculation (ωB97M-V/def2-TZVPD) on a single C16H20ClN3O3S molecule in a non-equilibrium geometry.

Spin multiplicity = 1
Energy = -1869.481752 Ha
Highest occupied orbital energy = -8.3258 eV
Energy relative to the best compared isomer or geometry (same formula, charge and spin) = 382.9 kcal/mol
HOMO-LUMO gap = 8.5 eV

Cartesian coordinates (Å):
C 3.715 0.594 -1.976
H 4.546 1.194 -2.159
H 3.320 0.072 -2.986
H 2.900 1.298 -1.861
C 3.901 -0.365 -1.141
C 4.247 0.242 0.411
H 4.403 -0.466 1.295
H 3.313 0.831 0.523
H 5.082 0.679 0.246
C 4.946 -1.448 -1.299
H 4.664 -2.201 -2.139
H 5.042 -2.402 -0.564
H 5.962 -0.862 -1.546
O 2.513 -1.185 -0.855
C 2.304 -2.150 -0.181
O 3.173 -2.552 0.894
N 1.148 -2.477 -0.290
H 0.531 -2.054 -0.814
C 0.299 -3.570 0.624
H -0.191 -4.226 0.219
H 1.272 -4.164 1.013
C -0.233 -2.906 1.912
C -1.440 -2.035 1.270
N -1.465 -1.572 0.145
N -2.810 -0.979 -0.268
C -3.247 -0.774 1.111
S -4.521 0.099 1.597
C -5.134 0.804 0.159
C -4.044 2.140 0.134
C -3.046 2.233 -0.747
C -2.331 3.200 -0.884
C -2.535 4.364 -0.207
C -3.674 4.362 0.816
C -4.349 3.328 0.778
H -5.212 3.256 1.493
H -3.983 5.102 1.497
Cl -1.608 5.770 -0.313
H -1.343 3.350 -1.273
H -2.831 1.263 -1.382
H -4.811 0.095 -0.586
H -6.048 1.305 0.386
O -2.286 -1.612 2.209
H -0.641 -3.517 2.461
H 0.501 -2.063 2.276

***

ORCA calculation (ωB97M-V/def2-TZVPD) on a molecular structure, C23H17AsN10O2S6SeSn.

Spin multiplicity = 1
Energy = -8825.594311 Ha
Total charge = -2
Highest occupied orbital energy = -1.7201 eV
Energy relative to the best compared isomer or geometry (same formula, charge and spin) = 0.9 kcal/mol
HOMO-LUMO gap = 5.1 eV

Cartesian coordinates (Å):
Sn -1.052 0.515 0.805
O 3.890 0.893 1.556
C 2.764 1.229 1.166
N 2.193 0.861 0.018
C 2.991 0.276 -0.917
O 4.143 0.569 -1.213
C 2.307 -0.790 -1.766
C 3.096 -1.661 -2.518
C 2.468 -2.595 -3.320
C 1.079 -2.624 -3.359
C 0.384 -1.724 -2.568
N 0.985 -0.836 -1.782
C 1.937 2.062 2.146
C 2.664 2.765 3.101
C 1.995 3.480 4.081
C 0.614 3.466 4.085
C -0.041 2.756 3.092
N 0.596 2.075 2.139
H 4.172 -1.576 -2.454
H 3.049 -3.288 -3.918
H 0.545 -3.323 -3.989
H -0.703 -1.703 -2.553
H 3.743 2.718 3.057
H 2.549 4.030 4.833
H 0.024 3.982 4.830
H -1.123 2.749 3.068
N 0.841 2.422 -2.275
C -0.338 1.994 -2.806
N -1.269 1.425 -2.117
C -2.371 1.148 -2.893
C -2.280 1.518 -4.195
S -0.749 2.268 -4.485
C -3.508 0.469 -2.268
C -4.801 0.535 -2.665
S -5.787 -0.358 -1.565
C -4.358 -0.755 -0.646
N -3.263 -0.284 -1.143
N -4.420 -1.525 0.480
H 1.062 2.010 -1.366
H 1.628 2.477 -2.900
H -2.997 1.383 -4.987
H -5.225 1.116 -3.465
H -5.234 -1.298 1.041
H -3.597 -1.361 1.061
S -3.718 3.069 4.137
As -3.828 1.757 2.470
S -2.655 2.565 0.770
S -2.551 -0.061 2.845
S -5.817 1.232 1.912
Se 3.446 -1.211 3.433
N 3.764 -2.611 2.418
C 2.604 -2.884 1.817
C 2.371 -3.938 0.894
C 1.106 -4.095 0.425
C 0.069 -3.201 0.841
N 0.237 -2.205 1.657
C 1.491 -2.044 2.168
N 1.751 -1.082 3.049
H 3.186 -4.579 0.585
H 0.870 -4.880 -0.282
H -0.932 -3.319 0.435

***

ORCA calculation (ωB97M-V/def2-TZVPD) on a molecular structure, C26H33MnN3O5Si2.

<S²> = 8.753
Spin multiplicity = 6
Energy = -3281.311078 Ha
Total charge = -2
Highest occupied orbital energy (spin up / spin down) = -1.7102 / -1.8775 eV
HOMO-LUMO gap (spin up / spin down) = 6.3 / 6.5 eV

Cartesian coordinates (Å):
Mn -0.157 -0.445 -0.090
C 3.293 0.769 -0.382
Si 2.861 0.196 1.351
C 3.545 -1.516 1.671
C 3.862 1.375 2.450
N 1.170 0.280 1.584
C 0.598 0.257 2.822
C 1.279 0.010 4.037
C 0.652 0.027 5.277
C -0.707 0.273 5.380
C -1.431 0.490 4.205
C -0.793 0.482 2.984
O -1.464 0.661 1.780
C -2.741 1.186 1.833
C -3.815 0.376 1.509
C -5.090 0.934 1.500
C -5.283 2.273 1.819
C -4.188 3.067 2.143
C -2.912 2.522 2.149
H 4.223 0.305 -0.735
H 3.427 1.857 -0.399
H 2.507 0.508 -1.092
H 4.544 -1.648 1.238
H 2.868 -2.258 1.231
H 3.607 -1.719 2.747
H 4.898 1.390 2.082
H 3.887 1.092 3.506
H 3.465 2.396 2.383
H 2.333 -0.230 3.986
H 1.236 -0.174 6.169
H -1.211 0.277 6.338
H -2.499 0.656 4.255
H -3.619 -0.645 1.200
H -5.934 0.312 1.227
H -6.280 2.699 1.806
H -4.326 4.115 2.381
H -2.040 3.120 2.393
O -3.140 -3.354 -0.075
C -2.121 -2.673 -0.050
O -2.083 -1.386 -0.129
C -0.706 -3.347 0.125
O -0.604 -4.564 0.205
O 0.264 -2.500 0.179
C -2.758 2.287 -1.269
C -1.864 1.708 -2.326
C -2.066 1.994 -3.667
C -1.205 1.397 -4.599
C -0.212 0.554 -4.180
C -0.058 0.276 -2.782
N -0.888 0.904 -1.898
N 0.819 -0.555 -2.238
Si 1.828 -1.651 -3.067
C 0.864 -2.784 -4.216
C 3.110 -0.773 -4.141
C 2.763 -2.717 -1.869
H -3.503 2.952 -1.706
H -2.172 2.843 -0.532
H -3.267 1.479 -0.737
H -2.870 2.651 -3.971
H -1.330 1.599 -5.659
H 0.455 0.076 -4.886
H 0.529 -2.280 -5.129
H -0.023 -3.157 -3.690
H 1.474 -3.648 -4.504
H 2.660 -0.250 -4.993
H 3.837 -1.496 -4.532
H 3.654 -0.032 -3.542
H 2.071 -3.079 -1.098
H 3.567 -2.160 -1.377
H 3.206 -3.580 -2.382

***

ORCA calculation (ωB97M-V/def2-TZVPD) on a molecular structure, C4H4ClNO2 in a non-equilibrium geometry.

Spin multiplicity = 1
Energy = -820.079963 Ha
Highest occupied orbital energy = -10.8372 eV
Energy relative to the best compared isomer or geometry (same formula, charge and spin) = 105.6 kcal/mol
HOMO-LUMO gap = 9.8 eV

Cartesian coordinates (Å):
C -0.084 -0.953 0.636
C 0.488 -0.403 -0.729
C -0.333 0.823 -0.922
C 0.087 2.094 -0.640
H -0.028 -0.074 2.348
H 0.116 -2.217 0.632
H -1.303 -0.828 0.761
H 1.576 -0.534 -0.669
N 0.333 3.244 -0.216
O 0.679 0.054 1.526
O -1.464 0.715 -1.179
Cl -0.067 -1.922 -1.547

***

ORCA calculation (ωB97M-V/def2-TZVPD) on a single C7H5I molecule in a non-equilibrium geometry.

Spin multiplicity = 1
Energy = -567.186308 Ha
Highest occupied orbital energy = -8.1366 eV
Energy relative to the best compared isomer or geometry (same formula, charge and spin) = 61.1 kcal/mol
HOMO-LUMO gap = 8.7 eV

Cartesian coordinates (Å):
C 0.623 -1.297 0.885
C 0.451 -1.527 -0.434
C -0.851 0.902 0.432
C -0.783 0.785 -0.876
C 0.468 0.175 0.790
C 0.449 -0.132 -0.951
C 1.575 0.830 0.101
I 3.559 0.037 -0.057
H 0.918 -1.771 1.695
H 0.372 -2.284 -1.156
H -1.415 1.418 1.065
H -1.425 1.175 -1.633
H 1.674 1.804 -0.193